No. 1
Entry from OMol25: a 18-piece molecular cluster, C67H139N5O44 overall (the ωB97M-V functional and the def2-TZVPD basis).

Energy   -169271.8494 eV
Frontier orbital gap   9.4 eV
HOMO   -9.009 eV

Each line ends with the Löwdin charge.
Atoms and positions in Å:
1 C 4.874 1.935 3.904  -0.034
2 C 4.947 1.540 5.387  -0.151
3 O 3.724 1.961 6.083  0.039
4 C 3.735 3.257 6.411  -0.584
5 O 4.688 3.989 6.483  0.124
6 O 2.436 3.682 6.553  -0.078
7 C 2.276 5.125 6.610  -0.018
8 H 3.917 1.725 3.400  0.080
9 H 5.657 1.464 3.436  0.055
10 H 5.006 2.997 3.878  0.050
11 H 5.871 1.947 5.814  0.130
12 H 5.145 0.501 5.456  0.087
13 H 2.747 5.480 7.530  0.096
14 H 1.175 5.216 6.717  0.104
15 H 2.730 5.533 5.688  0.087
16 C -7.356 -2.192 1.730  -0.049
17 C -7.888 -3.521 1.057  -0.175
18 O -7.773 -3.403 -0.404  0.000
19 C -6.920 -4.272 -1.084  -0.503
20 O -6.249 -5.158 -0.620  0.126
21 O -7.023 -3.870 -2.387  -0.025
22 C -6.065 -4.443 -3.222  -0.056
23 H -7.864 -1.400 1.218  0.060
24 H -6.245 -2.075 1.708  0.069
25 H -7.731 -2.299 2.750  0.070
26 H -8.891 -3.702 1.419  0.110
27 H -7.304 -4.346 1.464  0.106
28 H -6.580 -4.482 -4.234  0.119
29 H -5.894 -5.441 -2.880  0.082
30 H -5.131 -3.858 -3.376  0.085
31 C 0.366 1.464 7.081  -0.067
32 C -1.130 1.225 7.064  -0.185
33 O -1.515 -0.033 6.506  0.041
34 C -2.183 -0.047 5.368  -0.571
35 O -2.670 0.948 4.819  0.075
36 O -2.182 -1.317 4.909  -0.004
37 C -2.844 -1.547 3.566  0.048
38 H 0.949 0.628 7.470  0.084
39 H 0.729 2.401 7.620  0.104
40 H 0.757 1.600 6.105  0.031
41 H -1.596 2.026 6.514  0.102
42 H -1.541 1.197 8.052  0.119
43 H -3.084 -2.623 3.596  0.094
44 H -2.208 -1.363 2.747  0.066
45 H -3.642 -0.881 3.512  0.064
46 C -3.054 3.002 -2.202  -0.033
47 C -4.531 3.071 -2.569  -0.175
48 O -4.708 3.997 -3.701  0.035
49 C -5.977 4.170 -4.025  -0.655
50 O -6.877 3.423 -3.726  0.104
51 O -6.094 5.165 -4.861  0.020
52 C -7.474 5.479 -5.066  -0.041
53 H -2.897 3.947 -1.674  0.091
54 H -2.407 2.744 -2.983  0.028
55 H -3.020 2.228 -1.426  0.067
56 H -5.128 3.453 -1.752  0.126
57 H -4.952 2.095 -2.905  0.114
58 H -7.623 6.076 -5.989  0.098
59 H -7.789 6.226 -4.248  0.121
60 H -8.029 4.550 -4.971  0.084
61 C -8.553 -1.606 -4.933  -0.068
62 C -8.295 -1.159 -3.553  -0.235
63 O -6.863 -0.987 -3.431  0.030
64 C -6.546 -0.478 -2.242  -0.666
65 O -7.274 -0.098 -1.418  0.173
66 O -5.223 -0.597 -2.165  -0.022
67 C -4.623 -0.565 -0.869  -0.015
68 H -8.224 -0.904 -5.665  0.073
69 H -9.566 -2.051 -4.968  0.096
70 H -7.958 -2.519 -5.146  0.077
71 H -8.642 -1.885 -2.783  0.126
72 H -8.780 -0.209 -3.216  0.139
73 H -4.846 0.394 -0.463  0.079
74 H -3.575 -0.674 -1.073  0.078
75 H -5.046 -1.274 -0.105  0.099
76 C 8.117 -1.292 -3.111  -0.055
77 C 7.186 -1.771 -2.042  -0.217
78 O 7.304 -0.953 -0.886  0.051
79 C 6.516 0.089 -0.948  -0.609
80 O 5.771 0.418 -1.839  0.102
81 O 6.686 0.731 0.228  -0.011
82 C 6.058 2.073 0.233  0.000
83 H 9.192 -1.279 -2.789  0.102
84 H 7.799 -0.240 -3.435  0.109
85 H 8.076 -1.908 -3.960  0.052
86 H 7.469 -2.793 -1.724  0.130
87 H 6.106 -1.691 -2.245  0.118
88 H 6.583 2.643 0.935  0.071
89 H 4.999 1.963 0.494  0.069
90 H 6.127 2.483 -0.782  0.106
91 C 3.868 -1.136 1.703  -0.009
92 C 5.281 -1.623 1.948  -0.195
93 O 5.524 -2.696 1.070  0.013
94 C 6.673 -3.340 1.185  -0.582
95 O 7.548 -3.086 1.977  0.136
96 O 6.945 -4.356 0.292  -0.022
97 C 5.736 -4.875 -0.305  -0.037
98 H 3.612 -1.279 0.625  0.086
99 H 3.941 -0.077 1.951  0.050
100 H 3.107 -1.691 2.389  0.103
101 H 5.523 -2.025 2.929  0.106
102 H 6.031 -0.862 1.785  0.114
103 H 6.001 -5.702 -0.960  0.098
104 H 5.244 -4.049 -0.877  0.083
105 H 5.026 -5.125 0.488  0.100
106 C -1.866 -4.039 -8.088  -0.062
107 C -3.235 -4.309 -7.498  -0.208
108 O -3.261 -5.161 -6.343  0.025
109 C -3.098 -4.571 -5.129  -0.613
110 O -3.305 -3.381 -4.877  0.062
111 O -2.691 -5.438 -4.295  0.038
112 C -2.726 -5.154 -2.875  0.011
113 H -1.139 -3.781 -7.330  0.069
114 H -1.904 -3.237 -8.807  0.074
115 H -1.421 -4.909 -8.607  0.082
116 H -3.927 -4.764 -8.223  0.131
117 H -3.599 -3.360 -7.118  0.104
118 H -3.293 -5.986 -2.458  0.107
119 H -3.156 -4.166 -2.674  0.086
120 H -1.701 -5.162 -2.546  0.069
121 C 1.239 -1.256 4.969  -0.033
122 C 2.722 -1.371 5.026  -0.235
123 O 3.145 -2.668 4.565  0.017
124 C 4.471 -2.901 4.854  -0.574
125 O 5.197 -2.161 5.445  0.126
126 O 4.798 -4.129 4.365  -0.031
127 C 6.057 -4.658 4.758  -0.034
128 H 0.645 -1.969 5.523  0.088
129 H 0.899 -1.249 3.937  0.085
130 H 1.092 -0.297 5.496  0.054
131 H 3.193 -1.154 5.984  0.124
132 H 3.245 -0.639 4.450  0.092
133 H 6.396 -5.317 3.957  0.097
134 H 5.888 -5.228 5.676  0.097
135 H 6.684 -3.765 4.943  0.102
136 C -0.635 8.902 0.899  -0.049
137 C 0.405 7.808 1.202  -0.177
138 O 1.458 8.007 0.214  0.037
139 C 2.605 8.411 0.663  -0.623
140 O 2.967 8.718 1.791  0.097
141 O 3.419 8.238 -0.374  0.004
142 C 4.773 8.625 -0.156  -0.038
143 H -0.186 9.831 1.330  0.099
144 H -1.597 8.716 1.327  0.040
145 H -0.660 9.015 -0.179  0.081
146 H -0.029 6.779 1.103  0.130
147 H 0.842 7.934 2.193  0.112
148 H 4.894 9.671 0.053  0.087
149 H 5.276 8.510 -1.117  0.102
150 H 5.167 8.043 0.671  0.075
151 C 2.441 -2.261 -5.093  -0.040
152 C 3.604 -2.794 -4.286  -0.185
153 O 3.459 -2.575 -2.899  0.055
154 C 3.014 -3.511 -2.124  -0.645
155 O 2.751 -4.632 -2.450  0.123
156 O 2.808 -3.040 -0.897  -0.027
157 C 1.978 -3.797 -0.012  -0.024
158 H 2.288 -1.188 -5.124  0.071
159 H 1.574 -2.854 -4.912  0.068
160 H 2.558 -2.483 -6.116  0.064
161 H 4.516 -2.226 -4.519  0.134
162 H 3.709 -3.843 -4.471  0.106
163 H 0.974 -3.450 0.088  0.060
164 H 2.461 -3.724 0.991  0.110
165 H 1.929 -4.870 -0.331  0.094
166 C -0.089 2.243 3.198  -0.033
167 C -0.872 1.847 1.960  -0.231
168 O -0.414 0.548 1.605  0.024
169 C -0.632 0.164 0.341  -0.601
170 O -1.427 0.727 -0.361  0.108
171 O 0.163 -0.848 -0.020  0.010
172 C -0.003 -1.323 -1.396  0.022
173 H -0.397 3.221 3.617  0.093
174 H 0.982 2.259 2.848  0.080
175 H -0.170 1.436 3.956  0.060
176 H -0.641 2.535 1.151  0.094
177 H -1.959 1.941 2.036  0.125
178 H 0.173 -0.426 -2.009  0.088
179 H -0.917 -1.781 -1.552  0.064
180 H 0.795 -2.036 -1.601  0.081
181 C -5.162 3.540 5.706  -0.062
182 C -3.959 3.938 4.883  -0.229
183 O -4.024 5.290 4.431  0.056
184 C -3.669 5.570 3.177  -0.598
185 O -3.212 4.908 2.303  0.129
186 O -4.032 6.842 2.924  -0.004
187 C -4.030 7.130 1.566  -0.087
188 H -5.364 4.321 6.491  0.101
189 H -4.991 2.569 6.152  0.067
190 H -5.988 3.333 5.000  0.087
191 H -4.018 3.289 3.982  0.128
192 H -3.106 3.747 5.459  0.092
193 H -4.585 8.061 1.493  0.097
194 H -4.643 6.350 1.023  0.117
195 H -3.032 7.207 1.080  0.084
196 C -0.859 0.027 -4.950  -0.334
197 O 0.268 0.493 -4.980  -0.015
198 N -2.031 0.637 -5.294  -0.160
199 C -3.333 0.041 -5.257  -0.034
200 C -1.916 2.111 -5.435  -0.021
201 H -1.008 -1.040 -4.683  0.135
202 H -3.856 0.510 -4.379  0.096
203 H -3.158 -1.024 -5.305  0.062
204 H -3.962 0.338 -6.107  0.096
205 H -2.794 2.644 -5.058  0.084
206 H -1.141 2.572 -4.951  0.048
207 H -1.766 2.290 -6.438  0.071
208 C 1.405 -6.992 -2.617  -0.342
209 O 0.206 -6.709 -2.430  -0.037
210 N 1.939 -6.930 -3.823  -0.192
211 C 3.273 -7.410 -4.117  -0.055
212 C 1.113 -6.563 -4.970  -0.037
213 H 2.052 -7.278 -1.762  0.146
214 H 3.933 -6.644 -4.571  0.093
215 H 3.193 -8.260 -4.778  0.084
216 H 3.711 -7.816 -3.218  0.080
217 H 1.756 -6.081 -5.777  0.108
218 H 0.408 -7.250 -5.428  0.089
219 H 0.462 -5.745 -4.641  0.074
220 C 5.052 5.041 1.111  -0.309
221 O 5.964 5.697 0.637  0.009
222 N 4.535 5.094 2.412  -0.183
223 C 3.262 4.456 2.698  -0.058
224 C 5.093 6.015 3.357  -0.059
225 H 4.528 4.312 0.482  0.124
226 H 2.474 5.036 2.220  0.088
227 H 3.166 4.431 3.833  0.097
228 H 3.195 3.458 2.294  0.036
229 H 5.340 5.484 4.276  0.081
230 H 6.054 6.434 2.963  0.103
231 H 4.544 6.943 3.430  0.081
232 C 1.808 2.283 -0.045  -0.375
233 O 2.637 1.930 0.738  0.019
234 N 1.729 1.900 -1.320  -0.145
235 C 0.880 2.600 -2.232  -0.078
236 C 2.893 1.169 -1.987  0.015
237 H 0.913 2.916 0.107  0.125
238 H 0.042 1.976 -2.621  0.072
239 H 1.418 2.936 -3.124  0.094
240 H 0.444 3.520 -1.761  0.104
241 H 2.449 0.688 -2.869  0.087
242 H 3.756 1.845 -2.098  0.090
243 H 3.323 0.396 -1.356  0.063
244 C -2.312 -4.513 1.039  -0.323
245 O -1.967 -3.625 0.238  -0.030
246 N -1.766 -5.716 1.152  -0.181
247 C -2.300 -6.751 2.038  -0.025
248 C -0.540 -5.975 0.475  -0.057
249 H -3.183 -4.324 1.684  0.126
250 H -1.546 -6.975 2.754  0.073
251 H -2.508 -7.670 1.455  0.104
252 H -3.149 -6.352 2.590  0.087
253 H -0.294 -5.088 -0.109  0.061
254 H 0.264 -6.226 1.144  0.097
255 H -0.673 -6.778 -0.238  0.081

***

No. 2
Entry from OMol25: an isolated ion of composition C5H13N2 and charge +1 (the ωB97M-V functional and the def2-TZVPD basis).

Energy   -8364.5653 eV
Frontier orbital gap (spin up / spin down)   7.2 / 6.2 eV
HOMO (spin up / spin down)   -10.512 / -15.136 eV
Charge   +1
2S+1   3

Each line ends with the Löwdin charge.
Atoms and positions in Å:
1 C 0.215 -0.145 0.340  -0.514
2 C -0.695 0.263 -0.796  -0.403
3 C -0.451 0.125 1.645  -0.059
4 C 1.538 0.759 0.291  -0.017
5 C 0.628 -1.641 0.107  -0.018
6 N -1.579 1.208 -0.624  0.317
7 N -0.570 -0.344 -1.993  0.320
8 H -0.313 1.190 1.892  0.095
9 H -0.142 -0.395 2.522  0.098
10 H -1.515 -0.017 1.674  0.088
11 H 2.263 0.348 0.972  0.081
12 H 1.274 1.784 0.649  0.090
13 H 1.922 0.774 -0.765  0.096
14 H 1.322 -1.781 -0.687  0.071
15 H -0.363 -2.152 -0.143  0.123
16 H 0.927 -2.118 0.970  0.062
17 H -1.685 1.472 0.320  0.119
18 H -2.131 1.508 -1.359  0.126
19 H -0.710 0.278 -2.840  0.180
20 H 0.065 -1.117 -2.173  0.142

***

No. 3
Entry from OMol25: one molecule with the formula C4H7NS (the ωB97M-V functional and the def2-TZVPD basis).

Energy   -16583.2738 eV
Frontier orbital gap   8.4 eV
HOMO   -8.207 eV

Each line ends with the Löwdin charge.
Atoms and positions in Å:
1 C -1.545 1.269 -0.102  -0.160
2 C -0.949 -0.050 -0.345  -0.889
3 S -1.993 -1.330 -0.017  0.613
4 N 0.370 -0.182 -0.536  -0.144
5 C 1.140 -1.410 -0.188  -0.064
6 C 1.499 0.066 0.254  -0.108
7 H -0.659 2.006 -0.648  0.147
8 H -1.729 1.306 1.208  0.172
9 H -2.542 1.365 -0.446  0.023
10 H 0.836 -1.871 0.709  0.067
11 H 1.860 -1.827 -0.991  0.139
12 H 1.455 0.069 1.348  0.118
13 H 2.256 0.588 -0.246  0.085